# 1
This record from OMol25 describes a molecular structure, C42H51FN14O5Si2Tl. The level of theory is ωB97M-V with the def2-TZVPD basis set.

Each line ends with the Mulliken charge.
Element x y z (Å)
Tl -0.004 -1.580 1.678  1.570
C -2.635 -4.467 1.927  -0.906
O -1.392 -4.114 1.325  0.600
C -0.601 -5.149 0.942  0.534
C -1.172 -6.374 0.622  -0.757
C -0.393 -7.418 0.156  -0.807
C 0.969 -7.224 0.002  -0.949
C 1.530 -6.003 0.337  -0.439
C 0.777 -4.940 0.834  -0.068
N 1.406 -3.691 1.242  1.173
N 2.626 -3.766 0.963  -0.779
C 3.529 -2.764 1.094  -0.141
C 3.251 -1.503 1.677  -0.206
O 2.213 -1.278 2.352  -0.019
C 4.225 -0.439 1.503  -0.747
C 5.430 -0.687 0.960  -1.232
C 5.812 -2.006 0.518  1.091
C 7.108 -2.265 0.037  -0.822
C 7.481 -3.526 -0.363  -0.516
C 6.541 -4.568 -0.290  -0.798
C 5.265 -4.333 0.168  -0.424
C 4.863 -3.046 0.585  0.840
H -2.470 -5.155 2.749  0.482
H -3.314 -4.894 1.192  0.342
H -3.057 -3.547 2.310  -0.225
H -2.240 -6.510 0.728  0.381
H -0.854 -8.367 -0.088  0.398
H 1.600 -8.020 -0.378  0.367
H 2.591 -5.846 0.223  0.443
H 3.930 0.546 1.853  0.542
H 6.154 0.116 0.846  0.311
H 7.819 -1.445 -0.009  0.355
H 8.484 -3.715 -0.726  0.369
H 6.825 -5.570 -0.593  0.379
H 4.545 -5.139 0.224  0.373
C 1.129 2.080 -5.825  -0.986
C -0.118 1.566 -5.115  -1.109
N 0.122 1.247 -3.714  0.408
C 0.428 -0.051 -3.371  -0.144
C 0.745 -0.477 -2.135  -0.171
C 0.875 -1.975 -1.919  -0.148
O 1.285 -2.629 -2.893  -0.859
O 0.450 -2.386 -0.800  -0.130
C 0.880 0.484 -1.069  0.458
O 1.307 0.224 0.044  -0.188
C 0.484 1.869 -1.422  0.661
C 0.464 2.824 -0.413  -0.098
C 0.119 4.111 -0.709  0.212
F 0.147 5.048 0.272  -0.404
C -0.226 4.498 -2.000  -1.254
C -0.205 3.553 -3.009  -0.797
C 0.139 2.223 -2.737  0.070
N -0.600 5.842 -2.344  0.337
C -1.275 6.639 -1.333  -0.627
C -1.955 7.812 -2.007  -0.917
N -0.880 8.620 -2.702  -0.156
C -0.150 7.779 -3.725  -0.769
C 0.453 6.594 -3.004  -0.424
H 0.910 2.321 -6.869  0.401
H 1.913 1.320 -5.801  0.324
H 1.518 2.977 -5.332  0.225
H -0.470 0.654 -5.590  0.475
H -0.933 2.284 -5.186  0.473
H 0.388 -0.776 -4.176  0.521
H 0.682 2.518 0.613  0.680
H -0.504 3.864 -4.003  0.494
H -0.594 7.020 -0.559  0.421
H -2.028 6.039 -0.830  0.515
H -2.454 8.463 -1.292  0.425
H -2.655 7.485 -2.772  0.370
H -0.206 8.907 -1.992  0.397
H -1.261 9.463 -3.121  0.341
H 0.594 8.403 -4.214  0.408
H -0.894 7.446 -4.443  0.357
H 1.214 6.951 -2.288  0.227
H 0.962 5.965 -3.729  0.420
N 1.123 -0.608 5.044  0.050
C 0.604 -1.880 4.910  0.050
N 0.693 -2.755 5.897  -0.627
N 0.038 -3.847 5.440  -0.867
N -0.419 -3.638 4.254  -0.402
N -0.080 -2.372 3.875  0.855
C 1.012 0.467 4.187  0.075
N 1.515 1.653 4.501  -0.857
N 1.145 2.448 3.472  -1.053
N 0.465 1.760 2.607  -0.400
N 0.357 0.485 3.037  1.148
H 1.656 -0.446 5.879  0.243
C -4.032 1.490 2.169  -1.203
Si -2.972 0.042 2.759  0.413
C -4.179 -1.212 3.479  -1.199
C -2.200 0.669 4.332  -0.979
C -1.987 -0.520 1.245  1.087
Si -3.025 -0.962 -0.253  0.561
C -2.262 -1.923 -1.650  -0.469
C -3.537 0.683 -1.028  -1.132
C -4.646 -1.885 0.007  -1.271
H -4.424 2.039 3.035  0.398
H -4.884 1.156 1.562  0.295
H -3.436 2.186 1.562  0.207
H -4.877 -0.647 4.110  0.384
H -3.652 -1.922 4.129  0.278
H -4.767 -1.784 2.764  0.387
H -3.034 0.900 5.010  0.529
H -1.599 1.570 4.194  0.259
H -1.579 -0.094 4.810  0.229
H -1.436 0.381 0.924  -1.363
H -1.583 -1.316 -2.254  -0.076
H -3.074 -2.280 -2.295  0.555
H -1.691 -2.783 -1.289  -0.032
H -2.676 1.363 -1.106  0.003
H -4.307 1.190 -0.438  0.365
H -3.934 0.514 -2.038  0.377
H -4.496 -2.960 -0.127  0.267
H -5.343 -1.550 -0.771  0.453
H -5.127 -1.725 0.970  0.310

Cartesian forces, eV/Å:
0.0 -0.2 0.1
0.3 0.4 -0.1
-0.1 0.4 0.3
-0.1 0.2 0.0
0.0 -0.3 -0.1
0.0 0.0 0.0
0.0 0.0 0.0
0.0 -0.1 0.0
0.0 -0.1 0.0
-0.4 -0.6 -0.1
0.4 0.2 0.0
0.3 0.2 0.0
0.2 -0.1 -0.3
-0.6 0.0 -0.2
-0.1 0.0 0.1
0.2 -0.1 -0.1
0.0 0.2 0.1
0.0 0.0 0.0
-0.1 0.0 0.0
0.0 0.0 0.0
0.0 0.0 0.0
-0.3 0.0 0.1
0.0 -0.1 0.1
-0.2 0.0 -0.1
0.0 0.2 0.1
0.1 0.0 0.0
0.0 0.0 0.0
0.0 0.0 0.0
-0.1 -0.1 0.0
0.0 -0.1 0.0
0.0 0.0 0.0
0.0 0.0 0.0
0.0 0.0 0.0
0.0 0.0 0.0
0.1 0.0 0.0
0.0 0.0 0.0
0.1 0.0 0.1
0.0 0.0 0.0
0.0 0.1 -0.1
0.1 0.1 -0.1
0.0 -0.5 0.1
-0.2 0.1 0.4
0.4 0.2 -0.4
0.0 -0.1 -0.1
-0.1 0.2 0.2
0.0 0.0 -0.1
0.0 -0.2 0.3
0.1 0.1 0.0
0.0 0.1 0.0
-0.1 0.0 0.0
-0.1 0.0 -0.1
0.0 -0.1 -0.1
0.1 0.1 -0.1
0.1 -0.1 -0.2
0.1 0.0 0.0
-0.1 -0.3 -0.1
-0.1 0.0 0.1
-0.1 0.0 0.3
0.0 0.0 0.1
0.0 0.1 0.0
0.0 -0.1 0.0
0.0 -0.1 0.0
-0.1 0.0 0.0
0.0 0.0 0.0
0.0 0.0 0.0
0.0 0.0 0.1
0.0 0.0 0.0
0.0 -0.1 0.0
0.0 0.1 0.0
0.0 0.0 0.0
0.1 0.1 0.1
-0.1 0.1 -0.1
0.0 0.1 0.0
-0.1 0.0 -0.1
0.1 0.0 0.0
0.0 -0.1 0.0
0.0 -0.1 -0.2
0.0 0.3 0.0
-0.1 -0.3 0.0
0.0 0.2 -0.2
0.1 0.1 0.1
0.0 -0.1 0.0
-0.1 -0.1 0.2
0.0 0.4 -0.2
0.0 -0.3 0.0
0.1 0.0 0.2
0.1 0.1 -0.2
0.0 0.0 0.0
-0.2 0.2 -0.2
-0.1 0.0 0.1
0.0 -0.3 0.0
0.3 0.1 0.2
0.7 -0.4 0.1
0.0 0.2 -0.3
0.2 -0.3 -0.1
-0.1 0.3 -0.1
-0.2 -0.1 0.2
0.1 -0.1 -0.1
0.1 0.1 0.1
-0.1 -0.1 0.1
0.1 -0.1 0.0
0.0 0.1 -0.1
0.0 0.0 0.1
0.1 0.0 -0.1
0.0 -0.1 0.1
-0.1 0.1 0.0
-0.2 0.1 0.1
-0.2 -0.1 0.1
0.0 0.1 0.0
-0.1 0.1 -0.1
-0.1 -0.1 0.0
0.1 0.0 -0.2
0.1 0.0 0.1
0.0 0.0 0.1
0.1 -0.1 0.0
-0.1 0.0 -0.1

The HOMO energy is -3.8600 eV. The value obtained for the LUMO energy is -0.022 Eh. The net charge is -1. For the energy above the lowest of the compared OMol25 structures with the same formula, charge and spin, the calculation gives 118.68 kJ/mol. The calculated total energy comes out at -98645.03743 eV. The value obtained for the HOMO-LUMO gap is 0.120 Eh.

=====

# 2
This record from OMol25 describes a molecular structure, C42H51N4O2STeW in a non-equilibrium geometry. The level of theory is ωB97M-V with the def2-TZVPD basis set.

Each line ends with the Mulliken charge.
Element x y z (Å)
W 0.928 -0.664 1.780  2.470
C 1.289 -0.519 4.970  -0.977
N 0.420 -1.128 3.939  -0.636
C -0.980 -0.715 4.222  -1.037
C 0.511 -2.619 4.028  -1.192
C -0.196 -3.215 2.844  0.727
C -1.063 -4.287 2.972  -0.704
C -1.705 -4.785 1.842  -0.943
C -1.499 -4.201 0.603  -0.974
C -0.647 -3.107 0.486  0.740
C 0.025 -2.584 1.603  -0.572
H 0.902 -0.763 5.962  0.461
H 1.309 0.562 4.832  0.179
H 2.295 -0.926 4.874  0.331
H -1.266 -1.097 5.206  0.423
H -1.647 -1.113 3.458  0.314
H -1.035 0.373 4.223  0.428
H 0.114 -2.961 4.989  0.550
H 1.578 -2.871 4.001  0.213
H -1.245 -4.737 3.938  0.506
H -2.380 -5.624 1.935  0.423
H -2.014 -4.587 -0.266  0.585
H -0.526 -2.634 -0.486  0.542
C 5.429 -1.801 3.178  -0.951
N 5.074 -0.468 2.697  0.292
C 6.131 0.542 2.700  -0.883
C 3.848 -0.155 2.364  0.449
O 2.888 -0.985 2.427  -1.084
H 6.411 -2.052 2.782  0.409
H 4.689 -2.519 2.836  0.259
H 5.469 -1.798 4.268  0.322
H 6.991 0.149 2.162  0.319
H 6.413 0.766 3.728  0.356
H 5.771 1.442 2.210  0.323
H 3.656 0.864 2.023  0.149
C -6.277 -0.811 -5.146  -1.565
C -5.308 -0.286 -4.131  0.522
C -5.072 -0.965 -2.944  -0.879
C -4.189 -0.481 -1.981  0.717
C -4.010 -1.297 -0.732  -1.514
C -3.533 0.724 -2.245  0.155
Te -2.231 1.501 -0.827  0.818
N -0.461 0.602 1.391  0.254
C 0.090 1.628 2.076  0.145
O 1.316 1.485 2.418  -0.854
C -0.640 2.824 2.513  0.311
C -2.033 2.824 2.534  -0.096
C -2.717 3.956 2.946  -1.074
C -2.008 5.085 3.332  -0.489
C -0.617 5.086 3.317  -0.819
C 0.069 3.955 2.917  -0.314
C -0.562 1.757 -2.042  1.255
C 0.106 2.987 -2.029  0.582
C -0.218 4.138 -1.120  -2.241
C 1.147 3.171 -2.938  -0.905
C 1.521 2.185 -3.834  0.540
C 2.624 2.409 -4.826  -1.580
C 0.853 0.963 -3.792  -0.539
C -0.178 0.717 -2.901  0.734
C -0.802 -0.647 -2.884  -1.744
C -3.754 1.446 -3.422  0.969
C -3.077 2.752 -3.727  -1.686
C -4.640 0.917 -4.348  -0.901
H -6.526 -1.852 -4.954  0.379
H -5.870 -0.734 -6.152  0.386
H -7.202 -0.235 -5.122  0.320
H -5.584 -1.901 -2.759  0.398
H -3.913 -2.353 -0.987  0.373
H -4.880 -1.201 -0.081  0.445
H -3.127 -1.038 -0.139  -0.158
H -2.572 1.928 2.246  0.625
H -3.797 3.958 2.971  0.470
H -2.541 5.969 3.652  0.442
H -0.074 5.969 3.621  0.461
H 1.150 3.936 2.903  0.473
H -1.130 4.021 -0.535  0.339
H -0.329 5.054 -1.700  0.512
H 0.597 4.297 -0.413  0.372
H 1.659 4.126 -2.953  0.416
H 2.980 3.436 -4.803  0.416
H 2.289 2.189 -5.838  0.363
H 3.471 1.754 -4.616  0.268
H 1.150 0.174 -4.474  0.549
H -0.071 -1.381 -3.226  0.572
H -1.676 -0.708 -3.535  0.401
H -1.125 -0.945 -1.881  -0.197
H -2.974 3.394 -2.848  0.249
H -3.662 3.304 -4.459  0.547
H -2.075 2.599 -4.137  0.229
H -4.824 1.465 -5.264  0.458
S 1.966 -0.224 -0.420  -0.446
C 2.731 -1.664 -0.988  1.090
N 2.455 -2.876 -0.459  0.493
C 2.981 -4.046 -0.888  -0.155
C 3.864 -4.053 -1.928  -0.883
C 4.191 -2.819 -2.514  -0.243
C 3.643 -1.647 -2.056  -1.060
H 1.779 -2.904 0.319  -0.507
H 2.648 -4.928 -0.362  0.500
H 4.285 -4.983 -2.275  0.484
H 4.885 -2.788 -3.342  0.462
H 3.887 -0.697 -2.509  0.540

Cartesian forces, eV/Å:
-1.9 1.7 -0.6
0.1 0.0 0.0
0.2 -0.2 -0.2
-0.1 0.0 -0.1
0.2 0.0 0.0
-0.1 -0.1 0.2
0.2 0.0 -0.2
0.0 0.0 0.1
0.1 0.2 -0.1
0.0 0.1 -0.1
0.1 0.2 0.0
0.0 0.0 0.0
0.0 -0.1 0.1
0.0 0.1 0.0
0.0 0.0 0.0
0.0 0.0 0.1
0.0 0.0 0.0
0.0 0.0 -0.1
-0.1 0.0 0.0
0.0 0.0 0.1
0.0 0.0 0.0
0.0 0.0 0.0
0.0 0.0 0.1
-0.1 0.0 0.0
-0.5 0.1 -0.1
0.0 0.0 0.0
0.5 0.1 0.0
-0.4 -0.1 0.0
0.0 -0.1 0.0
0.0 0.0 0.0
0.0 0.0 0.0
0.0 0.1 0.0
0.0 0.0 0.0
0.0 0.0 0.0
0.1 -0.1 0.0
0.0 0.0 0.0
0.1 0.1 0.1
0.1 0.1 0.0
0.0 0.1 -0.3
0.1 -0.2 0.2
-0.1 -0.2 0.1
-0.2 0.3 0.7
1.7 -2.4 0.7
0.3 1.2 0.6
0.2 -0.3 -0.2
0.0 -0.3 -0.2
-0.2 0.0 0.0
0.0 -0.1 0.0
0.0 0.0 0.0
0.1 -0.1 0.0
0.1 0.1 0.0
0.0 0.1 0.1
0.1 -0.3 -0.3
-0.1 0.2 0.2
0.0 0.0 0.0
-0.1 -0.1 0.0
0.1 0.0 0.0
0.1 0.0 0.0
0.2 0.2 0.0
0.0 -0.2 0.0
-0.1 -0.1 -0.1
0.0 0.2 -0.1
0.0 -0.1 0.0
0.0 0.0 0.0
0.0 0.0 0.0
-0.1 0.0 0.0
0.0 -0.1 0.0
-0.1 -0.1 0.0
0.0 0.0 0.0
-0.1 0.1 -0.2
0.0 0.1 0.0
0.0 0.0 0.0
0.0 0.0 0.0
0.0 0.0 0.0
0.0 0.0 0.0
0.0 -0.1 -0.1
0.1 0.0 0.0
0.1 0.0 0.0
0.0 0.0 0.0
0.0 0.0 0.0
0.0 0.0 0.0
0.0 0.0 0.0
0.0 0.0 -0.1
0.0 -0.1 -0.1
0.0 0.0 0.0
0.0 0.1 0.0
0.0 -0.1 0.0
0.0 0.0 -0.1
0.0 0.0 0.0
0.0 0.0 -0.1
-0.1 -0.2 0.1
0.2 -0.3 -0.1
-0.2 0.0 0.4
0.1 0.1 -0.1
-0.1 0.2 0.1
0.0 -0.1 0.0
-0.2 0.1 0.1
0.1 0.0 -0.3
0.0 -0.1 0.0
0.0 0.0 0.0
0.0 0.0 0.0
0.0 0.0 0.0

The HOMO energy (alpha / beta) is -10.9106 / -11.4034 eV. The value obtained for the LUMO energy (alpha / beta) is -0.256 / -0.221 Eh. The net charge is +2. For the energy above the lowest of the compared OMol25 structures with the same formula, charge and spin, the calculation gives 59.88 kJ/mol. The calculated total energy comes out at -74378.78546 eV. The spin multiplicity is 2. The value obtained for the HOMO-LUMO gap (alpha / beta) is 0.145 / 0.198 Eh.